31
Properties=species:S:1:pos:R:3:forces:R:3 method="wB97M-V/def2-TZVPD" charge=0 multiplicity=5 s_squared=6.02 homo_lumo_gap_ev="4.250 / 6.816"
C -0.581 -0.290 -3.039 2.04 0.93 -0.31
C -1.338 0.949 -2.822 0.21 -0.15 0.03
C -0.465 2.016 -2.523 0.21 -0.16 0.28
C 0.870 1.615 -2.682 -0.25 -0.16 -0.10
C 0.965 0.165 -2.958 -2.23 -0.37 -1.56
Ir 0.485 -0.947 -1.340 0.07 1.45 0.45
P -0.401 -2.931 -1.152 -0.67 -1.23 -0.63
H -0.877 -1.130 -3.688 -0.13 0.63 0.21
H -2.429 0.984 -2.839 0.37 0.09 0.17
H -0.771 2.964 -2.051 0.14 -0.42 -0.69
H 1.733 -0.348 -3.558 -0.36 0.81 0.13
H 1.746 2.251 -2.629 -0.18 0.01 0.22
H 0.551 -3.858 -1.737 -1.17 -0.25 0.60
H -1.598 -3.046 -1.953 0.59 -0.66 0.53
H -0.764 -3.406 0.162 0.23 -0.21 -0.84
N 2.281 -1.987 0.491 0.81 -0.92 1.70
C 1.488 -1.294 1.312 -0.43 0.36 0.37
N 0.537 -0.564 0.744 -0.69 1.40 1.08
C -0.110 0.321 1.670 0.81 -0.79 0.72
C -1.036 1.338 1.422 -0.07 -0.04 0.27
C -1.496 2.137 2.493 0.42 -0.58 0.06
C -1.052 1.892 3.802 0.15 -0.09 -0.06
C -0.133 0.860 4.062 -0.20 0.25 -0.13
C 0.335 0.097 3.008 -0.26 0.22 -0.79
S 1.557 -1.183 3.088 -0.19 0.30 -1.03
H 3.073 -2.532 0.812 -0.11 0.22 0.13
H 2.194 -1.700 -0.523 0.46 -0.05 -0.35
H -1.402 1.488 0.408 0.15 0.03 0.13
H -2.202 2.958 2.325 0.29 -0.42 -0.10
H -1.403 2.519 4.634 0.15 -0.34 -0.47
H 0.243 0.663 5.062 -0.17 0.16 -0.04